[1]
Molecular formula: C19H42NO2P3SeTl
Method: DFT, ωB97M-V with the def2-TZVPD basis set

Output
M in g/mol: 692.82
ΔE to the lowest compared entry with this formula, charge and spin in eV: 0.0826
E_HOMO in eV: -15.36
Multiplicity: 1
Net charge: +3

Each line ends with the Mulliken charge.
CARTESIAN COORDINATES (ANGSTROEM)
Tl  4.519  -0.829  -0.936  0.76
P  -0.596  2.086  1.812  1.17
P  -2.843  -1.016  0.978  0.95
P  -2.000  1.060  -1.933  0.87
H  6.983  0.384  -2.186  0.37
C  5.937  0.683  -2.295  -0.57
C  5.278  1.459  -1.344  -0.49
H  5.793  1.811  -0.447  0.38
C  0.575  1.611  3.097  -0.58
C  -2.183  2.319  2.664  -1.30
C  -0.087  3.714  1.209  -1.27
C  -2.938  -2.633  0.160  -1.30
C  -2.141  -1.434  2.597  -0.97
C  -4.598  -0.648  1.344  -1.50
C  -0.928  2.058  -2.961  -1.07
C  -3.132  2.043  -0.962  -0.85
C  -2.907  -0.127  -2.921  -1.11
H  5.510  0.551  -3.295  0.33
H  4.360  1.987  -1.615  0.30
H  1.498  2.192  2.985  0.42
H  0.813  0.541  2.999  -0.25
H  0.153  1.796  4.093  0.45
H  -2.377  1.503  3.372  0.34
H  -3.007  2.359  1.943  0.26
H  -2.161  3.266  3.223  0.52
H  1.006  3.746  1.113  0.40
H  -0.413  4.505  1.900  0.45
H  -0.533  3.896  0.222  0.30
H  -3.641  -3.243  0.740  0.49
H  -1.956  -3.118  0.147  0.37
H  -3.304  -2.538  -0.868  0.33
H  -2.599  -2.383  2.904  0.54
H  -2.392  -0.664  3.336  0.34
H  -1.051  -1.546  2.560  0.03
H  -5.035  -1.543  1.812  0.46
H  -5.149  -0.421  0.421  0.43
H  -4.686  0.202  2.036  0.37
H  -1.561  2.647  -3.643  0.51
H  -0.255  1.433  -3.561  0.31
H  -0.320  2.748  -2.360  0.29
H  -3.822  2.525  -1.671  0.57
H  -2.611  2.828  -0.397  0.24
H  -3.721  1.423  -0.270  0.11
H  -3.570  0.451  -3.579  0.51
H  -3.517  -0.797  -2.301  0.22
H  -2.230  -0.729  -3.538  0.35
C  0.626  -0.705  -2.097  0.22
C  1.786  0.029  -2.286  -0.71
C  2.589  -0.261  -3.400  -0.42
C  2.183  -1.234  -4.318  -0.74
C  0.987  -1.936  -4.123  -0.82
C  0.233  -1.709  -2.963  -0.26
Se  -0.787  -0.257  -0.488  -0.49
H  -0.500  0.952  0.475  0.07
H  2.037  0.838  -1.593  0.44
H  3.514  0.293  -3.578  0.72
H  2.800  -1.443  -5.198  0.45
H  0.636  -2.655  -4.874  0.44
H  -0.670  -2.294  -2.758  0.67
N  2.433  -3.295  3.875  -0.22
C  3.233  -2.695  2.763  -0.53
C  2.373  -1.544  2.271  0.71
O  1.274  -1.395  2.899  -1.01
O  2.794  -0.828  1.325  -0.60
H  1.577  -2.661  3.930  0.32
H  2.964  -3.310  4.753  0.37
H  2.172  -4.260  3.661  0.35
H  4.187  -2.348  3.153  0.29
H  3.398  -3.441  1.989  0.28

---

[2]
Molecular formula: C34H92N6O11
Method: DFT, ωB97M-V with the def2-TZVPD basis set

Output
M in g/mol: 761.14
ΔE to the lowest compared entry with this formula, charge and spin in eV: 0.0000
E_HOMO in eV: -8.37
Multiplicity: 1

Each line ends with the Mulliken charge.
CARTESIAN COORDINATES (ANGSTROEM)
C  -0.598  0.469  -3.954  -0.14
O  0.424  0.221  -4.893  -0.34
C  0.862  -1.109  -5.048  -0.89
C  1.515  -1.685  -3.802  1.19
C  2.704  -0.909  -3.286  -0.50
N  1.885  -3.081  -4.059  -0.71
H  -1.579  0.146  -4.317  0.32
H  -0.622  1.547  -3.807  0.12
H  -0.438  -0.014  -2.986  -0.08
H  0.049  -1.786  -5.351  0.36
H  1.547  -1.096  -5.897  0.30
H  0.805  -1.715  -2.962  -0.23
H  3.271  -1.443  -2.522  0.10
H  2.338  0.049  -2.913  -0.23
H  3.465  -0.724  -4.053  0.40
H  1.078  -3.658  -4.296  0.31
H  2.180  -3.558  -3.205  0.14
C  0.322  4.513  3.844  -0.80
O  0.108  3.179  4.253  -0.30
C  1.313  2.418  4.332  -0.72
C  0.815  0.987  4.448  2.43
C  0.442  0.604  5.886  -1.80
N  1.863  0.054  3.942  -0.70
H  -0.597  4.946  3.448  0.28
H  0.981  4.593  2.971  0.31
H  0.715  5.082  4.690  0.30
H  1.897  2.600  3.426  0.35
H  1.862  2.750  5.222  0.37
H  -0.018  0.779  3.776  -1.25
H  0.101  -0.432  5.931  0.43
H  -0.296  1.242  6.370  0.37
H  1.362  0.639  6.480  0.42
H  1.733  -0.871  4.344  0.22
H  2.749  0.383  4.322  0.26
C  -2.016  -4.593  0.673  -0.62
O  -0.838  -5.113  1.235  -0.38
C  -0.004  -5.730  0.281  -0.67
C  1.328  -6.147  0.895  0.14
C  1.995  -4.995  1.628  -1.13
N  2.207  -6.621  -0.204  -0.69
H  -2.516  -5.316  0.018  0.34
H  -1.809  -3.676  0.112  0.21
H  -2.726  -4.394  1.474  0.19
H  -0.499  -6.588  -0.187  0.48
H  0.221  -4.965  -0.479  0.20
H  1.191  -7.011  1.556  0.46
H  2.852  -5.302  2.229  0.49
H  1.283  -4.509  2.295  0.46
H  2.313  -4.222  0.925  -0.07
H  1.830  -7.507  -0.542  0.26
H  3.065  -6.944  0.246  0.26
C  -2.851  -0.906  2.700  -0.50
O  -4.259  -0.805  2.767  -0.22
C  -4.788  -1.309  3.969  -0.61
C  -6.307  -1.141  3.954  0.44
C  -6.761  0.309  3.950  -1.35
N  -6.891  -1.805  5.146  -0.74
H  -2.536  -0.771  1.669  -0.24
H  -2.589  -1.940  2.956  0.35
H  -2.291  -0.195  3.313  0.38
H  -4.586  -2.388  4.023  0.29
H  -4.355  -0.819  4.851  0.28
H  -6.719  -1.624  3.067  0.27
H  -6.284  0.836  3.121  0.32
H  -6.471  0.781  4.892  0.33
H  -7.830  0.427  3.781  0.34
H  -6.526  -2.752  5.220  0.29
H  -6.487  -1.332  5.955  0.30
C  -8.418  0.021  -1.189  -0.75
O  -7.399  0.660  -1.913  -0.28
C  -7.724  1.981  -2.290  -0.63
C  -6.525  2.620  -2.951  -0.64
N  -5.407  2.692  -2.030  -0.34
C  -4.146  3.019  -2.691  -0.76
C  -2.981  2.769  -1.755  -0.43
O  -2.906  1.364  -1.589  -0.42
C  -2.149  1.017  -0.457  -0.51
H  -8.108  -1.009  -1.039  0.23
H  -9.391  0.110  -1.681  0.31
H  -8.542  0.466  -0.192  0.30
H  -7.969  2.554  -1.386  0.35
H  -8.573  1.981  -2.982  0.45
H  -6.816  3.615  -3.292  0.32
H  -6.234  2.036  -3.838  0.38
H  -5.250  1.821  -1.536  0.27
H  -4.154  4.087  -2.937  0.33
H  -4.014  2.452  -3.622  0.34
H  -3.112  3.311  -0.813  0.38
H  -2.079  3.233  -2.173  0.36
H  -2.624  1.247  0.503  0.51
H  -1.142  1.448  -0.497  0.18
H  -1.982  -0.064  -0.454  0.04
C  1.256  2.747  0.571  -0.89
O  1.308  3.283  -0.716  -0.46
C  2.551  3.182  -1.364  -0.35
C  2.602  3.828  -2.729  -0.92
N  2.460  5.298  -2.713  -0.35
C  3.500  5.929  -1.877  -0.41
C  3.459  7.431  -2.101  -0.68
O  4.211  7.801  -3.232  -0.29
C  4.508  9.185  -3.276  -0.71
H  1.223  1.650  0.563  0.32
H  0.334  3.087  1.040  0.34
H  2.113  3.022  1.199  0.51
H  2.801  2.108  -1.396  0.17
H  3.365  3.562  -0.726  0.40
H  1.830  3.397  -3.369  0.42
H  3.578  3.566  -3.159  0.44
H  2.661  5.573  -3.670  0.24
H  4.470  5.468  -2.099  0.35
H  3.296  5.768  -0.819  0.29
H  3.943  7.899  -1.229  0.41
H  2.415  7.757  -2.081  0.32
H  5.138  9.313  -4.153  0.25
H  5.069  9.438  -2.367  0.31
H  3.610  9.807  -3.336  0.28
C  5.401  -3.966  -2.832  -0.95
C  4.501  -5.066  -2.301  -0.32
O  3.423  -4.431  -1.603  -0.37
H  4.785  -3.405  -3.535  0.20
H  6.263  -4.389  -3.350  0.42
H  5.751  -3.298  -2.049  0.12
H  5.027  -5.695  -1.572  0.39
H  4.132  -5.692  -3.117  0.29
H  2.908  -5.123  -1.116  0.18
C  5.233  -2.049  1.057  -0.39
C  5.470  -3.475  1.542  0.00
O  6.888  -3.670  1.679  -0.56
H  5.538  -1.974  0.012  0.08
H  5.881  -1.341  1.571  0.38
H  4.172  -1.801  1.135  -0.08
H  5.098  -4.211  0.830  -0.11
H  4.965  -3.637  2.499  0.33
H  7.144  -3.496  2.587  0.32
C  1.444  -1.491  -0.135  0.15
C  0.797  -1.783  1.219  0.36
O  0.202  -0.572  1.677  0.07
H  2.208  -0.714  -0.040  0.15
H  0.732  -1.122  -0.875  -0.43
H  1.944  -2.369  -0.563  0.06
H  1.588  -2.030  1.934  0.17
H  0.042  -2.546  1.009  -0.31
H  0.823  -0.236  2.353  -0.23

---

[3]
Molecular formula: C43H76N4O4PRb
Method: DFT, ωB97M-V with the def2-TZVPD basis set

Output
M in g/mol: 829.55
ΔE to the lowest compared entry with this formula, charge and spin in eV: 1.3314
E_HOMO in eV: -1.39
Multiplicity: 1
Net charge: -2

Each line ends with the Mulliken charge.
CARTESIAN COORDINATES (ANGSTROEM)
Rb  -1.778  -0.826  -0.433  0.23
C  -1.667  2.239  3.436  -0.51
C  -1.247  2.776  2.061  -0.77
N  -1.701  1.966  0.942  0.99
C  -3.005  2.317  0.393  -0.38
C  -4.199  1.588  1.007  -1.34
N  -4.143  0.164  0.790  0.86
C  -5.303  -0.577  1.264  -0.94
C  -5.052  -1.222  2.632  -0.85
C  -4.024  -2.362  2.561  -0.69
N  -2.648  -1.876  2.590  0.76
C  -2.144  -1.670  3.928  -0.99
C  -0.687  -1.213  3.923  0.10
N  -0.511  0.049  3.236  1.44
C  -0.666  1.250  4.035  -1.20
H  -1.782  3.079  4.133  0.49
H  -2.626  1.728  3.343  -0.23
H  -1.605  3.816  1.963  0.41
H  -0.155  2.813  2.034  0.28
H  -1.024  2.046  0.187  -0.31
H  -3.196  3.400  0.491  0.17
H  -2.987  2.089  -0.679  0.00
H  -4.247  1.782  2.084  0.46
H  -5.107  2.047  0.569  0.50
H  -3.999  -0.048  -0.193  -0.38
H  -6.191  0.077  1.322  0.36
H  -5.527  -1.372  0.550  0.43
H  -4.717  -0.458  3.345  0.27
H  -5.999  -1.627  3.005  0.45
H  -4.204  -3.072  3.388  0.36
H  -4.190  -2.907  1.633  0.33
H  -2.042  -2.517  2.086  -0.44
H  -2.760  -0.907  4.420  0.43
H  -2.215  -2.584  4.551  0.45
H  -0.334  -1.166  4.968  0.27
H  -0.088  -1.973  3.416  -0.69
H  0.338  0.061  2.692  -0.64
H  -1.018  0.963  5.032  0.55
H  0.300  1.760  4.174  0.14
C  0.296  0.941  -3.112  -0.20
C  0.816  2.153  -2.591  -0.55
C  -0.262  3.102  -2.617  -0.07
C  -1.368  2.442  -3.210  -0.75
C  -1.030  1.121  -3.534  -0.27
C  -1.804  0.169  -4.432  2.83
C  -3.321  0.367  -4.336  -1.71
C  -1.498  -1.290  -4.083  -2.17
C  -1.352  0.428  -5.880  -2.09
C  -0.352  4.599  -2.296  2.65
C  0.244  4.998  -0.940  -1.43
C  0.300  5.433  -3.417  -1.74
C  -1.823  5.048  -2.238  -2.01
C  2.281  2.225  -2.136  3.81
C  3.048  3.430  -2.706  -2.17
C  2.413  2.217  -0.606  -1.70
C  3.053  0.991  -2.633  -2.36
H  0.859  0.031  -3.268  0.16
H  -2.326  2.895  -3.420  -0.03
H  -3.673  0.119  -3.333  0.17
H  -3.833  -0.294  -5.043  0.45
H  -3.603  1.395  -4.569  0.29
H  -1.893  -1.549  -3.102  0.50
H  -0.420  -1.471  -4.096  0.20
H  -1.971  -1.958  -4.809  0.48
H  -1.578  1.458  -6.168  0.37
H  -1.851  -0.252  -6.582  0.48
H  -0.272  0.285  -5.965  0.32
H  1.313  4.818  -0.875  0.21
H  -0.242  4.433  -0.143  0.02
H  0.077  6.064  -0.752  0.56
H  1.357  5.202  -3.532  0.21
H  0.199  6.509  -3.221  0.46
H  -0.192  5.202  -4.364  0.34
H  -2.391  4.439  -1.533  0.20
H  -2.300  4.975  -3.215  0.36
H  -1.876  6.094  -1.916  0.49
H  2.697  4.381  -2.319  0.37
H  2.949  3.449  -3.794  0.37
H  4.114  3.350  -2.460  0.45
H  1.893  3.059  -0.160  -0.13
H  3.467  2.258  -0.298  0.65
H  1.973  1.294  -0.214  -0.04
H  2.954  0.882  -3.715  0.42
H  2.692  0.078  -2.157  0.13
H  4.115  1.105  -2.392  0.57
O  -2.890  -5.098  -0.566  -0.83
C  -2.728  -3.873  -0.594  0.41
O  -1.642  -3.243  -0.381  -0.18
C  -3.985  -2.947  -0.893  0.36
O  -5.082  -3.330  -0.450  -0.77
O  -3.748  -1.862  -1.504  -0.45
C  4.962  -0.667  0.155  -2.10
C  4.541  -2.142  0.207  2.05
C  4.688  -2.726  -1.198  -1.96
C  5.468  -2.861  1.187  -1.71
P  2.683  -2.112  0.649  0.71
C  2.794  -1.567  2.407  1.12
C  2.670  -0.187  2.597  -1.66
C  2.761  0.386  3.856  -0.04
C  2.955  -0.415  4.972  -0.82
C  3.055  -1.790  4.808  -0.62
C  2.980  -2.356  3.545  -0.17
C  1.995  -3.870  0.639  2.31
C  1.506  -4.117  -0.799  -2.08
C  0.753  -3.815  1.532  -2.02
C  2.882  -5.045  1.059  -1.96
H  5.980  -0.590  -0.242  0.61
H  4.952  -0.215  1.149  0.32
H  4.300  -0.091  -0.492  0.41
H  5.702  -2.543  -1.570  0.53
H  3.985  -2.257  -1.890  0.30
H  4.515  -3.802  -1.210  0.35
H  6.510  -2.622  0.945  0.51
H  5.358  -3.942  1.145  0.27
H  5.287  -2.536  2.213  0.29
H  2.496  0.445  1.732  0.54
H  2.671  1.459  3.974  0.49
H  3.008  0.024  5.961  0.36
H  3.198  -2.426  5.674  0.42
H  3.053  -3.430  3.454  -0.02
H  0.879  -3.298  -1.149  0.27
H  0.878  -5.010  -0.818  0.63
H  2.335  -4.260  -1.495  0.36
H  0.082  -3.025  1.200  0.11
H  1.011  -3.670  2.582  0.42
H  0.183  -4.742  1.428  0.76
H  3.680  -5.228  0.339  0.37
H  2.259  -5.944  1.094  0.50
H  3.331  -4.918  2.043  0.20